No. 1
DFT (ωB97M-V/def2-TZVPD) results for a 2-piece molecular cluster, C8H18NO3PS overall at a distorted geometry.

```
32
Properties=species:S:1:pos:R:3:mulliken_charge:R:1
C 1.023 1.503 -0.489 0.2033
C 2.899 -1.717 1.587 -1.2553
C -4.901 -1.487 0.006 -0.8693
C 2.594 3.331 -0.338 -0.7868
C 1.873 -0.763 0.879 0.2378
C 2.050 -0.718 -0.645 -1.0004
C -3.731 -1.056 -0.956 -0.3387
C 0.947 0.178 -1.192 0.3197
N -0.285 -0.482 -1.280 -0.7993
O 0.135 1.951 0.162 -0.5340
O 2.225 2.008 -0.730 -0.2649
O -3.627 0.362 -0.836 -0.3055
P -2.318 1.091 -0.273 0.4319
S -1.996 0.235 1.650 -0.2496
H 2.771 -2.720 1.116 0.3181
H 4.001 -1.429 1.687 0.3234
H 2.591 -1.715 2.724 0.3037
H -4.329 -1.534 0.954 0.2153
H -5.651 -0.707 -0.107 0.2987
H -5.185 -2.501 -0.304 0.3274
H 2.005 3.734 0.541 0.2753
H 2.245 4.027 -1.123 0.3148
H 3.594 3.552 -0.061 0.3290
H 1.927 0.241 1.376 0.1773
H 0.883 -1.320 1.029 0.0787
H 2.171 -1.655 -1.106 0.5008
H 3.033 -0.162 -0.846 0.3239
H -3.920 -1.040 -1.988 0.3155
H -2.763 -1.458 -0.761 0.3126
H 1.106 0.534 -2.177 0.3514
H -0.379 -1.156 -0.594 0.2857
H -0.985 0.873 2.095 0.1595
```

2S+1: 1
ΔE to the lowest compared entry with this formula, charge and spin, kcal/mol: 63.06
HOMO energy (spin up / spin down), eV: -7.82 / -7.18
Orbital gap (spin up / spin down), eV: 7.65 / 6.93


No. 2
DFT (ωB97M-V/def2-TZVPD) results for one molecule with the formula C8H18O3P2 at a distorted geometry.

```
31
Properties=species:S:1:pos:R:3:mulliken_charge:R:1
C 0.291 -2.559 -1.682 -0.8193
C -0.269 -1.204 -2.305 -1.0645
C 1.504 -2.227 -0.737 -0.4719
C -0.765 -0.169 -1.243 -0.8214
C 1.029 -1.353 0.448 -0.8975
C 0.280 0.229 -0.229 0.7236
C 0.455 0.061 3.410 -0.7238
C -1.653 3.473 0.928 -0.7030
O -1.920 0.461 1.698 -0.7909
O 0.286 1.138 2.496 -0.3373
O -0.570 2.551 0.703 -0.3578
P 1.560 1.341 -0.798 0.0149
P -0.628 1.015 1.207 0.8988
H -0.478 -3.175 -1.176 0.3212
H 0.686 -3.139 -2.453 0.4220
H 0.609 -0.865 -2.867 0.3577
H -0.951 -1.325 -3.017 0.5621
H 1.958 -3.162 -0.265 0.3461
H 2.312 -1.611 -1.251 0.2414
H -1.001 0.884 -1.735 0.3458
H -1.547 -0.654 -0.681 0.3875
H 0.163 -1.882 1.111 0.3803
H 1.904 -1.101 1.039 0.3370
H 0.478 0.448 4.453 0.2473
H 1.323 -0.581 3.115 0.2050
H -0.481 -0.460 3.414 0.3819
H -1.138 4.267 1.512 0.2402
H -2.617 2.885 1.317 0.3120
H -1.779 4.067 0.012 0.2544
H 2.576 0.392 -0.842 -0.0258
H 1.672 1.901 0.437 0.0343
```

SMILES: COP(=O)(OC)C1(P)CCCCC1
2S+1: 1
ΔE to the lowest compared entry with this formula, charge and spin, kcal/mol: 0.00
HOMO energy, eV: -9.08
Orbital gap, eV: 9.95


No. 3
DFT (ωB97M-V/def2-TZVPD) results for a 2-piece molecular cluster, C8H18OSi overall at a distorted geometry.

```
28
Properties=species:S:1:pos:R:3:mulliken_charge:R:1
C 3.987 -1.268 0.511 -0.5145
C 3.625 0.030 0.610 -0.0842
C 0.264 -2.189 -0.751 -1.2281
C -0.613 2.163 0.188 -1.0931
C -2.460 0.347 -1.447 -1.0722
C -2.118 0.101 1.726 -1.0850
C 3.270 1.324 0.581 0.1686
C 0.276 -0.779 -0.260 -0.1173
O 3.587 2.143 -0.491 -0.4956
Si -1.288 0.320 0.000 0.4288
H 3.263 -1.791 -0.019 0.1285
H 4.904 -1.897 0.929 0.2406
H -0.306 -2.991 -0.120 0.2520
H 1.329 -2.500 -0.760 0.2411
H -0.211 -2.304 -1.652 0.3546
H -0.431 2.485 -0.837 0.3254
H -1.548 2.738 0.383 0.2947
H 0.250 2.425 0.742 0.2668
H -1.924 -0.140 -2.324 0.2741
H -3.415 -0.241 -1.113 0.2582
H -2.748 1.287 -1.830 0.4102
H -2.537 -0.875 1.925 0.3513
H -1.414 0.420 2.589 0.2836
H -2.847 0.897 1.942 0.3169
H 0.879 -0.617 0.607 0.2457
H 2.441 1.736 1.283 0.2606
H 0.818 -0.202 -1.049 0.2641
H 4.292 1.635 -1.006 0.3244
```

SMILES: CC[Si](C)(C)C.C=C=CO
2S+1: 1
ΔE to the lowest compared entry with this formula, charge and spin, kcal/mol: 72.19
HOMO energy, eV: -8.86
Orbital gap, eV: 9.59


No. 4
DFT (ωB97M-V/def2-TZVPD) results for a 2-piece molecular cluster, C8H18S overall at a distorted geometry.

```
27
Properties=species:S:1:pos:R:3:mulliken_charge:R:1
C -1.466 1.585 -0.204 -0.5447
C -1.052 0.355 -0.065 1.0625
C -1.301 2.814 0.642 -1.2598
C -0.735 -0.064 1.295 -1.5897
C -2.617 -1.352 -0.799 -1.1739
C 3.170 0.255 0.895 -1.0368
C 2.779 -1.826 -1.069 -0.9227
C -1.297 -0.696 -1.190 -0.4267
S 1.936 -0.357 -0.432 0.1694
H -1.729 1.847 -1.210 0.3156
H -1.986 3.573 0.281 0.3577
H -1.385 2.547 1.716 0.3005
H -0.232 3.035 0.679 0.2624
H 0.154 0.392 1.667 0.3676
H -1.558 0.439 1.824 0.4900
H -0.863 -1.078 1.569 0.2649
H -2.607 -1.662 0.304 0.2701
H -2.920 -2.195 -1.381 0.4067
H -3.368 -0.577 -0.937 0.2928
H 2.773 1.052 1.475 0.3540
H 3.335 -0.521 1.552 0.3324
H 4.136 0.523 0.288 0.3058
H 2.755 -2.041 -2.206 0.2750
H 3.770 -1.785 -0.720 0.3819
H 2.173 -2.620 -0.654 0.2430
H -0.576 -1.504 -1.172 0.1331
H -1.291 -0.139 -2.146 0.3687
```

SMILES: C/C=C(\C)CC.CSC
2S+1: 1
ΔE to the lowest compared entry with this formula, charge and spin, kcal/mol: 61.45
HOMO energy, eV: -8.30
Orbital gap, eV: 9.17


No. 5
DFT (ωB97M-V/def2-TZVPD) results for a 2-piece molecular cluster, C8H18Si2 overall at a distorted geometry.

```
28
Properties=species:S:1:pos:R:3:mulliken_charge:R:1
C -1.841 1.448 0.556 -0.0716
C -2.283 0.442 0.016 -0.4596
C 3.478 0.580 1.641 -1.3975
C 2.292 3.672 0.607 -0.8750
C -4.075 -1.918 -1.107 -1.3325
C -1.414 -1.189 -2.356 -1.0617
C -1.140 -2.372 0.168 -0.8276
C 1.947 0.531 1.684 -0.3249
Si 1.432 1.935 0.394 0.4706
Si -2.355 -1.200 -0.695 0.3278
H 3.989 0.008 2.309 0.4185
H 3.844 0.557 0.589 0.3507
H 3.788 1.507 1.931 0.4402
H 1.762 4.593 0.206 0.3388
H 2.379 3.945 1.694 0.2984
H 3.169 3.478 0.040 0.3046
H -4.569 -2.448 -0.329 0.4009
H -4.694 -1.203 -1.514 0.4045
H -4.176 -2.685 -1.843 0.4185
H -0.729 -2.011 -2.323 0.3336
H -2.122 -1.403 -3.286 0.2473
H -0.747 -0.340 -2.471 0.2797
H -0.324 -1.758 0.576 -0.1388
H -1.597 -2.862 0.952 0.4117
H -0.649 -3.003 -0.483 0.4281
H 1.621 0.727 2.681 0.3839
H 1.645 -0.396 1.358 0.2456
H 1.369 1.365 -0.993 -0.0142
```

2S+1: 1
ΔE to the lowest compared entry with this formula, charge and spin, kcal/mol: 154.16
HOMO energy, eV: -8.31
Orbital gap, eV: 6.65


No. 6
DFT (ωB97M-V/def2-TZVPD) results for a 7-piece molecular cluster, C8H19BBr8F4O overall at a distorted geometry.

```
41
Properties=species:S:1:pos:R:3:mulliken_charge:R:1
O -1.634 -3.455 -3.166 -0.5764
H -1.864 -3.735 -2.280 0.2870
H 3.995 4.806 -4.782 0.3646
H -2.153 -2.705 -3.342 0.2772
B -0.016 0.943 -0.385 0.3279
F 0.968 1.396 0.574 -0.3187
F -1.087 0.247 0.166 -0.2372
F -0.480 2.105 -0.950 -0.2931
F 0.654 0.162 -1.374 -0.4447
Br 1.949 -0.253 4.009 -0.1173
C 3.201 1.152 3.532 -0.4787
C 2.456 2.317 2.954 -0.2751
Br 3.945 3.535 2.242 -0.1574
H 3.909 0.784 2.873 0.2471
H 3.648 1.614 4.358 0.4684
H 1.923 2.936 3.698 0.4037
H 1.797 2.137 2.114 0.2083
Br 0.147 -3.312 -0.036 -0.1066
C 1.934 -2.486 -0.162 -0.3720
C 2.558 -2.273 1.169 -0.2321
Br 4.351 -1.291 1.201 -0.1825
H 1.876 -1.566 -0.712 0.2254
H 2.557 -3.166 -0.763 0.4035
H 2.925 -3.153 1.621 0.5048
H 1.966 -1.603 1.828 -0.1390
Br -3.916 -2.442 1.020 -0.1267
C -3.623 -1.165 2.283 -0.4333
C -2.219 -1.370 2.857 -0.3062
Br -1.571 0.186 3.872 -0.1148
H -4.413 -1.156 3.027 0.3927
H -3.632 -0.205 1.739 0.2648
H -1.415 -1.562 2.093 -0.0674
H -2.158 -2.153 3.603 0.4873
Br -2.118 3.949 -3.444 -0.0892
C -2.161 2.468 -4.721 -0.6458
C -1.957 1.166 -4.014 -0.3150
Br -1.792 -0.295 -5.280 -0.1562
H -1.427 2.643 -5.479 0.4225
H -3.122 2.540 -5.204 0.3818
H -2.862 1.036 -3.470 0.3568
H -1.141 1.226 -3.269 0.1616
```

2S+1: 1
HOMO energy, eV: -9.53
Orbital gap, eV: 1.45


No. 7
DFT (ωB97M-V/def2-TZVPD) results for C8H19Cl2CoN4O2 as an isolated structure at a distorted geometry.

```
36
Properties=species:S:1:pos:R:3:mulliken_charge:R:1
Co -0.733 0.308 -0.514 0.5525
N -0.361 0.239 -2.598 -0.3433
C 1.105 0.107 -2.800 -0.7285
C 1.660 -0.909 -1.814 -0.7544
N 1.298 -0.540 -0.430 0.9461
C 2.208 0.491 0.115 -0.9916
C 1.440 1.524 0.925 -0.5327
N 0.364 2.076 0.069 -0.4475
C 1.196 -1.704 0.467 -0.7799
C -0.001 -2.579 0.114 -0.8717
N -1.217 -1.742 -0.013 -0.4241
H -0.705 1.034 -3.129 0.3064
H -0.822 -0.572 -3.003 0.2700
H 1.342 -0.210 -3.816 0.4692
H 1.559 1.086 -2.645 0.3516
H 1.241 -1.888 -2.044 0.3068
H 2.745 -0.986 -1.928 0.3897
H 2.991 0.040 0.729 0.3607
H 2.700 0.999 -0.715 0.3967
H 0.972 1.069 1.800 0.3122
H 2.127 2.296 1.272 0.4770
H -0.231 2.697 0.608 0.2759
H 0.771 2.644 -0.669 0.2309
H 2.110 -2.305 0.444 0.3211
H 1.075 -1.328 1.486 0.4693
H 0.163 -3.109 -0.822 0.4583
H -0.115 -3.337 0.889 0.4439
H -1.878 -2.186 -0.645 0.2452
H -1.714 -1.714 0.871 0.2435
Cl -3.365 3.215 2.384 0.0053
C -3.330 1.619 3.015 0.0545
Cl -2.175 1.369 4.292 0.0088
C -2.792 0.530 1.815 0.5404
O -3.289 -0.556 1.991 -0.4021
O -2.021 1.041 0.990 -0.5262
H -4.320 1.281 3.307 0.3661
```

Net charge: +2
2S+1: 5
HOMO energy (spin up / spin down), eV: -16.39 / -17.15
Orbital gap (spin up / spin down), eV: 10.69 / 6.32